8 unconnected molecules or ions with the total composition C6H26O9 in a non-equilibrium geometry, computed with wB97M-V/def2-TZVPD.

Geometry (Å):
H1 2.463 0.454 2.188
H2 -1.748 0.364 -1.543
O1 -1.710 2.594 1.202
H3 1.235 -3.353 -1.123
O2 0.906 -1.793 -2.797
H4 0.953 -1.720 -3.756
H5 3.399 -0.985 0.400
H6 -0.623 3.282 -0.838
H7 -0.598 -1.895 -1.680
H8 1.009 -0.875 -2.468
C1 1.914 -0.453 1.891
H9 0.267 0.785 0.276
O3 -3.950 -0.139 -1.797
H10 2.303 -1.107 2.700
C2 0.133 0.049 3.650
H11 0.194 -0.905 4.262
H12 -3.106 0.251 -2.089
C3 -1.421 1.277 1.384
H13 -3.742 -0.979 -1.375
O4 1.257 0.788 -1.938
H14 0.436 1.192 -1.658
O5 -0.935 -1.413 -0.894
C4 0.079 1.095 1.298
H15 0.566 0.980 4.090
O6 0.753 -4.060 -1.562
C5 0.418 -0.163 2.129
O7 -1.554 1.220 -1.944
H16 1.884 -0.695 -0.377
H17 0.767 -3.783 -2.478
H18 0.612 1.987 1.585
C6 2.331 -1.140 0.589
H19 0.661 4.026 -0.781
H20 -0.141 -1.045 1.799
H21 -2.632 2.822 1.025
H22 2.062 1.037 -1.489
H23 -2.084 2.011 -1.981
H24 -0.881 0.398 3.618
O8 0.102 3.559 -1.417
O9 -2.205 0.517 1.885
H25 2.263 -2.212 0.557
H26 -1.636 -1.973 -0.542

- LUMO energy: 0.0061 Ha
- Spin multiplicity: 1
- Energy: -921.3443 Ha
- Energy relative to the best compared isomer or geometry (same formula, charge and spin): 270.8 kJ/mol
- Net charge: 0
- SMILES string: CC[C@@H](C)CC(=O)O.O.O.O.O.O.O.O

A single C4H8N2O molecule in a non-equilibrium geometry, computed with wB97M-V/def2-TZVPD.

Geometry (Å):
H1 -1.614 0.109 -1.409
C1 0.457 1.521 -0.494
O1 -0.301 0.807 2.367
N1 0.225 0.093 -0.390
C2 -0.351 -0.265 1.867
H2 -0.150 -2.429 1.721
H3 1.651 -0.885 1.068
H4 1.063 1.719 -1.387
H5 -0.489 2.057 -0.630
H6 0.986 1.945 0.364
H7 -0.198 -0.367 -2.385
C3 -0.668 -0.442 -1.401
H8 -0.873 -1.505 -1.245
N2 -0.356 -1.593 1.190
C4 0.619 -0.765 0.762

- LUMO energy: 0.0250 Ha
- Spin multiplicity: 1
- Energy: -341.7921 Ha
- Energy relative to the best compared isomer or geometry (same formula, charge and spin): 555.3 kJ/mol
- Net charge: 0
- SMILES string: CN(C)[C@@H]1NC1=O

A molecular structure, C25H44O2P2Tc in a non-equilibrium geometry, computed with wB97M-V/def2-TZVPD.

Geometry (Å):
H1 1.660 -3.097 0.647
H2 -1.705 0.553 4.901
H3 0.456 0.153 -6.146
H4 3.569 -0.782 -0.294
C1 1.264 0.089 5.018
Tc1 0.002 -0.095 1.711
H5 3.209 -2.115 3.599
H6 -3.026 -1.798 2.333
H7 1.312 -0.527 5.930
H8 -1.531 -1.084 -6.098
H9 -0.825 3.552 5.092
H10 3.305 -0.471 2.964
O1 -0.524 2.162 3.670
C2 1.368 1.090 -3.773
C3 2.597 -0.701 -0.804
H11 -0.021 4.177 3.596
C4 0.650 -0.664 3.897
C5 0.741 -3.284 1.210
H12 1.872 -0.970 -3.728
C6 -1.422 -1.637 -1.154
H13 -3.598 0.280 -0.010
C7 -2.755 0.878 -0.390
C8 0.406 -2.158 2.120
H14 2.120 -1.691 -0.806
H15 1.970 2.718 0.913
H16 -2.641 -0.775 -3.684
H17 -1.449 -1.451 -2.233
H18 0.905 -4.193 1.807
H19 -2.231 1.598 -3.235
H20 2.104 1.370 -3.010
C9 1.364 -1.371 2.874
H21 0.665 0.977 5.233
H22 -0.098 1.946 -1.022
H23 -1.795 3.802 3.588
H24 0.258 0.522 -2.048
C10 -0.506 1.909 2.337
C11 2.850 -1.453 2.799
H25 -2.797 -0.705 4.269
H26 -2.165 -2.968 1.302
H27 0.994 -1.485 -5.831
H28 -2.646 1.781 0.230
H29 -0.075 -3.501 0.514
C12 -0.818 3.537 3.995
C13 -1.804 -0.516 4.692
C14 -1.776 -0.268 -4.128
H30 3.463 1.734 0.886
H31 -2.410 -3.298 3.029
H32 -1.715 -1.058 5.645
H33 2.281 0.405 4.759
C15 0.118 0.868 -1.021
H34 -1.335 2.887 -5.000
P1 -1.260 -0.101 -0.225
C16 -0.807 1.926 -4.878
C17 -2.196 -2.511 2.293
H35 2.752 -0.378 -1.842
C18 0.465 -0.630 -5.379
H36 3.193 -1.851 1.842
C19 -1.006 -1.083 -5.125
H37 -0.764 1.482 -5.880
C20 -0.911 -1.849 2.645
H38 0.624 3.096 -3.736
H39 -2.361 -2.125 -0.851
H40 -2.936 1.160 -1.434
C21 -0.742 -0.946 3.750
H41 2.820 2.432 -0.644
C22 0.647 2.235 -4.421
H42 -0.995 -2.138 -4.810
H43 -0.585 -2.312 -0.936
C23 2.550 1.991 0.325
C24 -1.618 1.061 -3.957
O2 -0.751 2.789 1.510
C25 1.254 -0.188 -4.183
P2 1.575 0.486 0.095
H44 1.217 2.578 -5.301

- Expectation value of S²: 3.775
- LUMO energy (spin up / spin down): -0.2060 / -0.3101 Ha
- Spin multiplicity: 4
- Energy: -1892.3855 Ha
- Energy relative to the best compared isomer or geometry (same formula, charge and spin): 30.3 kJ/mol
- Net charge: +2

A gas-phase ion, C2H5N2O2 (charge +1) in a non-equilibrium geometry, computed with wB97M-V/def2-TZVPD.

Geometry (Å):
C1 0.933 0.420 0.706
H1 -1.898 1.520 -0.328
N1 -0.419 0.486 0.217
C2 -0.673 -0.505 -0.602
H2 1.552 1.242 0.331
O1 1.462 -0.886 0.183
O2 -1.293 1.494 0.549
H3 0.905 0.401 1.785
H4 -1.635 -0.807 -0.948
H5 0.621 -2.139 -1.171
N2 0.445 -1.225 -0.723

- Expectation value of S²: 2.006
- LUMO energy (spin up / spin down): -0.1262 / -0.2825 Ha
- Spin multiplicity: 3
- Energy: -338.6589 Ha
- Energy relative to the best compared isomer or geometry (same formula, charge and spin): 111.8 kJ/mol
- Net charge: +1